ORCA calculation (ωB97M-V/def2-TZVPD) on a molecular structure, C43H40BrF4N4O4SSbSc.

Positions of all 99 atoms, in Å:
Sc -0.31662 -0.17178 -0.53733
C -0.87013 -3.65958 -2.43838
C 0.16676 -2.60268 -2.77989
N -0.33723 -1.20804 -2.72026
C -1.63298 -1.06456 -3.43833
C -1.60504 -1.37040 -4.93029
C 0.69282 -0.33495 -3.33122
C 0.28126 1.12270 -3.26528
N -0.25409 1.40882 -1.93568
C -0.72407 2.67803 -1.70955
C -1.26848 2.93736 -0.44915
F -1.25484 1.87953 0.42223
C -1.77369 4.14024 -0.03207
F -2.25478 4.24040 1.21631
C -1.78084 5.22360 -0.88756
C -1.25277 5.01437 -2.14599
F -1.22743 6.02310 -3.02074
C -0.73641 3.79584 -2.56028
F -0.24031 3.73430 -3.80922
H -0.36576 -4.60887 -2.25269
H -1.57510 -3.81889 -3.25459
H -1.43187 -3.38765 -1.54653
H 0.56885 -2.79576 -3.78091
H 1.01442 -2.66088 -2.09530
H -1.98009 -0.04448 -3.27251
H -2.35168 -1.70917 -2.93897
H -1.01714 -0.64908 -5.49697
H -2.62424 -1.32994 -5.31413
H -1.21624 -2.36735 -5.14200
H 0.87314 -0.62474 -4.37069
H 1.62128 -0.49536 -2.78532
H -0.45368 1.34149 -4.04508
H 1.16185 1.73094 -3.48994
H -2.17611 6.18361 -0.59312
C -0.70594 -1.13773 5.20012
C -0.03044 -0.29452 4.15932
C 0.83507 0.74321 4.48982
C 1.40727 1.50806 3.49336
C 1.08331 1.21267 2.17683
Br 1.86138 2.26174 0.81934
N 0.25511 0.23826 1.82702
C -0.27445 -0.49890 2.81406
H -0.11570 -1.17855 6.11411
H -0.84783 -2.15790 4.84425
H -1.68718 -0.72411 5.44659
H 1.06251 0.94767 5.52903
H 2.08787 2.31727 3.71063
H -0.94506 -1.29119 2.50516
O -0.46376 -2.22707 0.30216
C 0.40485 -2.96320 0.78940
C 1.80151 -2.68205 0.84008
C 2.61923 -3.56054 1.56970
C 3.95525 -3.29761 1.66836
C 4.53175 -2.18719 1.03561
C 3.75387 -1.33289 0.29981
C 2.35932 -1.54595 0.18133
O 1.63930 -0.73711 -0.51415
N 4.80306 -4.19801 2.45852
O 5.97905 -3.91707 2.55378
O 4.27011 -5.16339 2.97004
H 0.07535 -3.91450 1.23388
H 2.19956 -4.42918 2.06008
H 5.59521 -2.02479 1.14120
H 4.17880 -0.47411 -0.20119
S -3.00577 -0.44217 -0.47806
Sb -3.84995 -1.68574 1.22679
C -3.89730 -0.56044 2.99587
C -3.39358 0.73591 2.97314
C -3.45334 1.51365 4.12132
C -4.01865 0.99643 5.27934
C -4.53112 -0.29478 5.29682
C -4.47338 -1.07851 4.15337
C -2.93292 -3.51631 1.69320
C -2.41213 -3.74979 2.95858
C -1.81209 -4.97263 3.24186
C -1.73690 -5.94942 2.26023
C -2.26592 -5.71476 0.99556
C -2.86789 -4.49946 0.70836
C -5.81968 -2.19097 0.72946
C -6.40562 -3.30880 1.31542
C -7.72212 -3.62678 1.01374
C -8.44056 -2.83278 0.13126
C -7.85038 -1.72032 -0.45420
C -6.53569 -1.39495 -0.15758
H -2.97173 1.14204 2.06131
H -3.07005 2.52572 4.10578
H -4.07367 1.60723 6.17101
H -4.98264 -0.68599 6.19892
H -4.88856 -2.08041 4.16787
H -2.48310 -2.99046 3.72897
H -1.41199 -5.16319 4.22947
H -1.27239 -6.90132 2.48159
H -2.21570 -6.48235 0.23441
H -3.28214 -4.32533 -0.27832
H -5.84371 -3.93876 1.99646
H -8.18548 -4.49547 1.46198
H -9.46583 -3.08430 -0.10538
H -8.41455 -1.10695 -1.14381
H -6.06921 -0.53269 -0.61979

largest force on an atom: 0.20 eV/A
E_tot: -178372.7752 eV
HOMO: -0.367 Eh
net charge: +1
gap between HOMO and LUMO: 6.81 eV
LUMO level: -3.17 eV


ORCA calculation (ωB97M-V/def2-TZVPD) on a molecular structure, C43H40I2N8O2P2SW.

Positions of all 99 atoms, in Å:
W 0.76101 -0.15404 -0.06343
C -2.30317 -3.55859 0.22209
C -1.10278 -2.71308 0.00110
N -1.09868 -1.42481 0.16965
N -2.30500 -0.90558 0.59705
C -2.35139 0.38432 0.71788
N -3.51536 0.93651 1.08773
S -1.01970 1.49331 0.48507
C 0.23397 -3.27675 -0.34739
C 0.50148 -4.46276 -1.20789
C 1.55970 -4.34609 -2.02304
C 2.53441 -3.23669 -2.16725
C 2.65446 -1.92150 -1.83434
N 1.83388 -1.08129 -1.12800
H -2.81413 -3.26432 1.13706
H -2.02809 -4.61032 0.25458
H -3.01524 -3.41385 -0.59543
H -4.32243 0.35177 1.22787
H -3.60177 1.93131 1.18908
H -0.08604 -5.37085 -1.17758
H 1.81520 -5.20347 -2.63453
H 3.41267 -3.56462 -2.71175
H 3.58005 -1.42854 -2.12469
I 4.03874 2.16977 3.36242
C 3.45142 0.19278 3.18006
C 4.04448 -0.77181 4.04193
C 3.76512 -2.10907 3.95538
I 4.72669 -3.43960 5.22974
C 2.83673 -2.57524 2.97925
C 2.50611 -3.91276 2.67346
C 1.67032 -4.19987 1.61829
C 1.09639 -3.14996 0.89124
N 1.32684 -1.89745 1.22386
C 2.22746 -1.59593 2.18632
C 2.54593 -0.22672 2.24528
O 1.85670 0.54185 1.37543
H 4.75457 -0.42289 4.77870
H 2.94837 -4.71421 3.25076
H 1.46411 -5.22134 1.33198
H 0.61045 -2.50056 -0.98820
N 0.80933 1.23200 -2.91602
P -0.36387 0.09954 -2.49102
C -1.98442 0.82956 -2.82111
C -3.13707 0.22421 -2.32342
C -4.38521 0.73921 -2.63590
C -4.49211 1.86134 -3.44478
C -3.34904 2.46628 -3.94719
C -2.09938 1.95216 -3.63887
C -0.22875 -1.24491 -3.68288
C 0.87168 -1.35116 -4.52791
C 0.93840 -2.38351 -5.45111
C -0.08060 -3.32218 -5.51955
C -1.17597 -3.22750 -4.67074
C -1.25658 -2.18832 -3.75967
P 1.53979 1.86205 -1.52407
C 3.31726 1.68178 -1.69141
C 4.10418 1.94136 -0.56916
C 5.47700 1.77057 -0.64758
C 6.06098 1.34508 -1.83449
C 5.27611 1.09370 -2.95158
C 3.89966 1.25933 -2.88328
C 1.17000 3.62287 -1.61994
C 2.21141 4.54053 -1.74604
C 1.92649 5.88464 -1.93691
C 0.60845 6.31714 -1.99092
C -0.42909 5.40257 -1.86968
C -0.15288 4.05649 -1.69319
H 0.79074 1.76435 -3.77834
H -3.07063 -0.64539 -1.68222
H -5.27604 0.26369 -2.24762
H -5.46652 2.26303 -3.68783
H -3.42954 3.33721 -4.58350
H -1.22231 2.44282 -4.04082
H 1.67331 -0.62595 -4.46999
H 1.78451 -2.45172 -6.12174
H -0.02782 -4.12325 -6.24463
H -1.97699 -3.95146 -4.73541
H -2.13379 -2.09843 -3.13098
H 3.63821 2.28924 0.34535
H 6.09152 1.97242 0.22020
H 7.13347 1.21517 -1.89155
H 5.73591 0.77436 -3.87723
H 3.28746 1.06142 -3.75480
H 3.24136 4.21238 -1.70532
H 2.73650 6.59274 -2.05304
H 0.38967 7.36615 -2.13950
H -1.45685 5.73641 -1.92112
H -0.96954 3.35203 -1.61205
C 0.26230 2.71783 3.69599
N 0.59618 4.01718 3.14903
C 1.19198 4.17277 1.93758
N 1.56534 5.44651 1.62667
O 1.39463 3.23492 1.16594
H 0.92015 2.44999 4.52515
H 0.37551 1.98252 2.90317
H -0.76920 2.70798 4.04823
H 0.51516 4.81778 3.75156
H 1.33436 6.23558 2.20209
H 1.88424 5.61437 0.68947

largest force on an atom: 0.83 eV/A
E_tot: -108686.1135 eV
HOMO (alpha / beta): -0.464 / -0.464 Eh
net charge: +2
gap between HOMO and LUMO (alpha / beta): 6.30 / 6.31 eV
LUMO level (alpha / beta): -6.33 / -6.33 eV


ORCA calculation (ωB97M-V/def2-TZVPD) on 2 unconnected molecules or ions with the total composition C43H41BO6.

Positions of all 91 atoms, in Å:
C -6.35108 -4.95612 4.98227
C -6.08225 -5.01314 3.56021
C -6.69143 -5.68135 2.52884
C -6.01429 -5.25046 1.33657
C -5.04721 -4.34014 1.67839
B -4.06846 -3.41958 0.78440
C -4.13275 -3.83194 -0.73512
C -3.25225 -4.48210 -1.55649
C -3.88903 -4.66562 -2.83254
C -5.13976 -4.10633 -2.71740
C -6.27906 -4.03993 -3.60862
O -5.28051 -3.56219 -1.45703
C -4.53699 -1.92087 0.83465
C -5.39159 -1.21723 1.64186
C -5.32900 0.15682 1.24653
C -4.45350 0.21598 0.19955
C -3.88422 1.30092 -0.58447
O -3.99361 -1.04956 -0.08840
C -2.68273 -3.70531 1.47917
C -1.70165 -2.87273 1.94387
C -0.58996 -3.68896 2.34622
C -0.97137 -4.98747 2.13261
C -0.28407 -6.25624 2.25678
O -2.25907 -5.01148 1.64024
O -5.06358 -4.22746 3.05761
H -7.15355 -5.66144 5.20240
H -5.47718 -5.24650 5.57051
H -6.68958 -3.96300 5.29629
H -7.52898 -6.37462 2.59145
H -6.24894 -5.58671 0.33560
H -2.25325 -4.80140 -1.27987
H -3.46303 -5.16841 -3.69375
H -5.97867 -4.45226 -4.57543
H -7.12043 -4.63475 -3.22938
H -6.60381 -3.00443 -3.75602
H -6.00024 -1.62443 2.44898
H -5.86133 0.99456 1.70543
H -4.36354 2.23458 -0.27529
H -2.80397 1.39348 -0.40828
H -4.06369 1.15214 -1.65661
H -1.76933 -1.78592 1.96768
H 0.36126 -3.32416 2.72560
H 0.70498 -6.06794 2.67742
H -0.82335 -6.93422 2.92299
H -0.15640 -6.73509 1.28020
C -2.13170 0.60225 -10.04550
O -0.78137 0.46281 -9.54017
C -0.54371 0.80453 -8.24524
C 0.76939 0.59792 -7.75269
C 1.06837 0.87139 -6.43383
C 0.09613 1.40380 -5.55144
C 0.38806 1.64915 -4.14076
C 1.33077 0.82048 -3.47811
C 1.80624 0.99450 -2.19104
C 2.88482 0.23980 -1.60470
C 3.29499 0.53132 -0.27622
C 4.23083 -0.26559 0.37274
C 4.83705 -1.33385 -0.30667
C 4.51871 -1.57274 -1.64911
C 3.57657 -0.78342 -2.30594
C -0.31562 2.72454 -3.45078
C -0.70311 3.90925 -4.13601
C -1.37199 4.93380 -3.50542
C -1.69436 4.82342 -2.13015
O -2.43373 5.82825 -1.59082
C -2.79823 5.74767 -0.18996
C -1.26688 3.68496 -1.40632
C -0.62806 2.65285 -2.07864
C -1.19512 1.64822 -6.07717
C -1.53354 1.33862 -7.38468
H -2.07057 0.28248 -11.08637
H -2.82697 -0.04537 -9.49133
H -2.46536 1.64858 -9.98915
H 1.51713 0.20031 -8.43315
H 2.07765 0.69166 -6.06536
H 1.72015 -0.01483 -4.06607
H 1.58324 1.92879 -1.67099
H 2.84149 1.38435 0.23357
H 4.49986 -0.05223 1.40999
H 5.56006 -1.97051 0.20781
H 5.01699 -2.37877 -2.19387
H 3.36038 -0.94756 -3.36221
H -0.47410 4.01813 -5.19502
H -1.69357 5.82419 -4.04011
H -3.34605 6.67276 0.00116
H -3.44934 4.87803 -0.00271
H -1.90151 5.69602 0.44703
H -1.44597 3.59955 -0.33161
H -0.37245 1.75101 -1.52851
H -1.96614 2.05563 -5.42670
H -2.55388 1.50571 -7.73318

largest force on an atom: 2.34 eV/A
E_tot: -58212.2561 eV
HOMO: -0.205 Eh
net charge: 0
gap between HOMO and LUMO: 2.12 eV
LUMO level: -3.46 eV


ORCA calculation (ωB97M-V/def2-TZVPD) on a molecular structure, C43H41CuN6O2P2.

Positions of all 95 atoms, in Å:
Cu -2.14392 -0.38801 0.02727
C 2.25613 0.30882 -1.81289
N 2.54605 0.10670 -0.39805
C 1.87955 -0.91492 0.35377
P 0.23331 -0.33304 1.10609
C 0.11180 -1.32300 2.63723
C -0.52889 -0.83763 3.77985
C -0.65795 -1.62996 4.90978
C -0.17059 -2.93018 4.90917
C 0.43449 -3.43532 3.76869
C 0.57221 -2.63928 2.64015
C 0.75132 1.35342 1.59504
C 1.20878 1.75585 2.84888
C 1.67610 3.04716 3.04574
C 1.72360 3.94601 1.99013
C 1.29527 3.55101 0.73204
C 0.80039 2.27022 0.54538
C 3.69364 0.72516 0.12125
C 4.56065 1.43727 -0.71772
C 5.68421 2.07095 -0.20816
C 5.99048 2.01223 1.14077
C 5.14547 1.29926 1.97710
C 4.01667 0.66842 1.48344
P 0.58667 -0.35200 -2.31184
C 0.12372 0.79317 -3.66334
C 0.04970 2.16150 -3.38076
C -0.41360 3.06188 -4.32709
C -0.83333 2.60559 -5.57049
C -0.79081 1.24897 -5.85154
C -0.31840 0.34698 -4.90582
C 1.09001 -1.86794 -3.20885
C 2.03398 -1.83019 -4.23946
C 2.41597 -2.99089 -4.88789
C 1.85831 -4.20989 -4.51618
C 0.92180 -4.25876 -3.49760
C 0.53754 -3.09197 -2.84686
H 3.02204 -0.14745 -2.44938
H 2.26614 1.38363 -2.01170
H 2.49737 -1.19965 1.20118
H 1.69148 -1.81301 -0.24206
H -0.91909 0.17310 3.79131
H -1.13579 -1.23178 5.79607
H -0.26126 -3.54554 5.79428
H 0.80580 -4.45149 3.75544
H 1.04496 -3.05605 1.75866
H 1.23304 1.05970 3.67455
H 2.03555 3.34198 4.02298
H 2.10772 4.94548 2.14560
H 1.34992 4.23823 -0.10323
H 0.48303 1.95578 -0.44334
H 4.38137 1.49400 -1.78053
H 6.33142 2.60946 -0.88846
H 6.87131 2.50278 1.53065
H 5.35968 1.23287 3.03632
H 3.38076 0.14465 2.18368
H 0.37070 2.53174 -2.41195
H -0.44430 4.11959 -4.09818
H -1.19050 3.30549 -6.31401
H -1.12245 0.88608 -6.81564
H -0.30164 -0.71040 -5.13918
H 2.46682 -0.88498 -4.54865
H 3.14709 -2.94717 -5.68449
H 2.15021 -5.11679 -5.02922
H 0.47576 -5.20321 -3.21553
H -0.21478 -3.12421 -2.06951
N -3.64063 0.24703 2.89229
C -3.19716 1.36445 2.22124
C -3.37177 2.60136 2.86396
C -2.97994 3.75258 2.23310
C -2.42482 3.67702 0.95494
C -2.28330 2.43796 0.39579
N -2.65289 1.29023 1.00552
C -3.53573 -1.12033 2.65015
C -3.93342 -1.97861 3.67746
C -3.84699 -3.33556 3.47700
C -3.37903 -3.81545 2.25753
C -3.01485 -2.90412 1.29619
N -3.08818 -1.57043 1.48491
H -4.03428 0.45819 3.79450
H -3.82037 2.63252 3.84802
H -3.10558 4.70814 2.72396
H -2.10028 4.55915 0.42433
H -1.85471 2.31801 -0.59038
H -4.29165 -1.57530 4.61562
H -4.13827 -4.01723 4.26480
H -3.30216 -4.87356 2.05787
H -2.65193 -3.20869 0.32476
N -3.19274 0.42307 -1.81731
N -3.64243 -0.78092 -2.38335
C -2.89583 -1.94294 -2.13420
O -3.11678 -2.94416 -2.77680
O -2.01553 -1.82328 -1.18423
H -3.98902 0.98623 -1.54046
H -2.61447 0.94871 -2.47270
H -4.10799 -0.74448 -3.27737

largest force on an atom: 0.51 eV/A
E_tot: -121505.7387 eV
multiplicity: 2
HOMO (alpha / beta): -0.357 / -0.357 Eh
net charge: +1
gap between HOMO and LUMO (alpha / beta): 7.10 / 6.29 eV
LUMO level (alpha / beta): -2.63 / -3.43 eV


ORCA calculation (ωB97M-V/def2-TZVPD) on a molecular structure, C43H41N3Sb2Sr.

Positions of all 90 atoms, in Å:
Sr 0.28927 0.19272 -1.03101
C -3.89012 -0.20926 2.70976
C -2.46090 -0.60921 2.95120
C -1.97119 -1.82813 2.48151
C -0.65483 -2.20438 2.71145
C 0.21002 -1.34896 3.38615
C -0.26949 -0.14083 3.87213
C -1.59638 0.21495 3.66590
H -4.21391 0.55160 3.41869
H -4.56210 -1.06192 2.80325
H -4.02399 0.19756 1.70350
H -2.65173 -2.51606 1.99182
H -0.30982 -3.18812 2.42117
H 1.22652 -1.66098 3.59456
H 0.37749 0.50828 4.44921
H -1.97383 1.13796 4.09029
C -1.28178 -3.58604 -1.06043
C -1.11260 -2.89271 -2.37104
C -1.38632 -3.52693 -3.58887
C -1.19745 -2.83979 -4.76623
C -0.75145 -1.51628 -4.73383
C -0.52553 -0.93426 -3.50580
N -0.71604 -1.62078 -2.35950
Sb -0.09088 1.33841 -3.71346
C -1.48232 2.08900 -2.07349
C -2.53004 2.79319 -2.62356
C -3.30157 3.60405 -1.78572
C -2.96639 3.69829 -0.45581
C -1.90703 2.93013 0.04447
C -1.52509 3.00237 1.48759
N -1.20161 2.13031 -0.75251
C 1.92092 1.67196 -2.63321
C 2.96470 1.96866 -3.48066
C 4.12713 2.53626 -2.95552
C 4.21729 2.75950 -1.60344
C 3.15270 2.38629 -0.77081
C 3.22451 2.58201 0.70861
N 2.02513 1.90539 -1.29338
H -1.32198 -4.66578 -1.18382
H -0.46145 -3.33773 -0.38701
H -2.20949 -3.26398 -0.58232
H -1.73287 -4.55096 -3.59267
H -1.39452 -3.31766 -5.71683
H -0.60160 -0.97626 -5.65973
H -2.75774 2.74180 -3.68066
H -4.12957 4.16985 -2.19134
H -3.50699 4.35367 0.21294
H -2.40658 3.02714 2.12693
H -0.90968 2.15490 1.78418
H -0.96190 3.91995 1.67223
H 2.89793 1.78288 -4.54580
H 4.94441 2.79858 -3.61443
H 5.09803 3.21236 -1.16870
H 4.24206 2.45454 1.07374
H 2.89653 3.59260 0.96338
H 2.57929 1.87559 1.23085
C 5.25073 -2.28795 -4.05768
C 5.06748 -1.03548 -3.48665
C 4.40213 -0.92054 -2.27521
C 3.91803 -2.04758 -1.61676
C 4.10270 -3.29877 -2.19756
C 4.76506 -3.41676 -3.41308
Sb 2.92015 -1.78673 0.24605
C 4.49038 -0.88353 1.34973
C 4.16839 -0.18742 2.51230
C 5.16049 0.40770 3.27878
C 6.48637 0.32463 2.87538
C 6.81566 -0.36166 1.71411
C 5.82325 -0.96817 0.95689
C 3.06325 -3.78967 0.93138
C 4.31818 -4.34885 1.16419
C 4.43243 -5.66471 1.58441
C 3.29353 -6.43679 1.77642
C 2.04058 -5.88839 1.54984
C 1.93059 -4.56940 1.13035
H 5.78031 -2.38502 -4.99602
H 5.45910 -0.15408 -3.97980
H 4.29144 0.05956 -1.82253
H 3.73953 -4.19265 -1.70359
H 4.91210 -4.39546 -3.85055
H 3.13547 -0.11343 2.84055
H 4.90055 0.92876 4.19095
H 7.26317 0.78870 3.46819
H 7.84867 -0.42738 1.39869
H 6.09671 -1.50265 0.05375
H 5.21775 -3.75958 1.02660
H 5.41142 -6.08781 1.76564
H 3.38458 -7.46327 2.10501
H 1.15046 -6.48451 1.70258
H 0.94455 -4.15535 0.95974

largest force on an atom: 3.01 eV/A
E_tot: -63625.0967 eV
HOMO: -0.484 Eh
net charge: +2
gap between HOMO and LUMO: 7.56 eV
LUMO level: -5.60 eV